Record 1
53
Properties=species:S:1:pos:R:3:forces:R:3 method="wB97M-V/def2-TZVPD" charge=+1 energy_ev=-53356.339 homo_lumo_gap_ev=6.25 de_lowest_kcal_mol=0.0 e_lumo_ha=-0.1938
W 0.15469 0.36960 -0.39022 0.418 -0.685 -0.007
O 0.89068 1.45978 -1.63191 -0.131 -0.423 0.234
O -0.69972 -0.77988 0.93018 0.126 0.144 -0.068
O -2.33931 -1.78754 2.07420 0.072 -0.035 -0.028
O -1.20431 -2.02058 -3.81148 -0.056 0.011 0.007
O -5.13971 3.69921 3.81264 -0.012 -0.030 -0.033
O -1.06699 3.63004 -0.63499 -0.050 0.034 0.082
O -1.60977 1.01513 -0.56559 0.143 0.697 0.048
O 0.98167 1.22376 1.02202 -0.110 0.132 0.014
O -2.90156 4.75218 -0.43600 0.043 -0.059 0.090
O -5.04160 1.68261 4.57769 -0.015 0.009 -0.045
O 0.04742 -1.07626 -1.62897 -0.011 0.050 -0.385
N 2.08483 -1.89831 -1.09433 0.038 -0.116 -0.004
N -4.77475 2.54576 3.77257 0.058 0.018 0.082
N 1.86076 -0.96772 -0.08914 -0.054 0.212 0.027
N -2.19853 3.79973 -0.20608 -0.023 0.114 -0.375
C 2.51908 -0.22751 2.11223 0.002 0.007 -0.010
C -2.61300 0.50876 1.51335 0.100 -0.013 -0.070
C -1.91836 -0.82085 1.52421 -0.169 0.047 0.049
C 2.06175 -4.51406 -4.37620 -0.016 -0.013 -0.034
C 2.33248 1.36617 4.38249 0.031 -0.046 -0.010
C 1.08261 -1.93150 -1.89568 -0.116 0.189 0.202
C 0.97006 -4.49807 -5.25067 0.035 -0.009 0.027
C 1.68972 0.89486 2.14115 0.032 -0.001 0.015
C 3.16874 0.25438 4.38528 -0.019 0.037 0.019
C -2.71924 2.75857 0.67919 -0.059 -0.095 0.007
C 1.39850 2.20896 -2.72796 -0.036 0.162 -0.030
C -3.90264 2.15703 2.64172 -0.046 -0.049 0.030
C -3.54447 3.12107 1.72555 -0.019 0.187 -0.063
C 2.06178 -3.67510 -3.29347 -0.019 0.032 0.022
C 2.62025 -1.06587 0.94750 0.005 -0.005 0.013
C 1.59313 1.69920 3.25606 -0.031 0.083 0.011
C -0.09624 -3.65859 -5.03071 -0.076 0.022 -0.029
C -3.43024 0.86190 2.57255 -0.069 -0.061 0.069
C -0.11215 -2.80136 -3.93099 0.088 0.004 0.049
C -2.31390 1.43989 0.52155 -0.050 -0.350 0.224
C 3.26649 -0.53104 3.25440 0.030 -0.044 -0.020
C 0.98396 -2.79947 -3.04880 -0.004 -0.066 -0.049
H 0.60080 2.35051 -3.45370 -0.016 -0.012 0.018
H -0.95048 -3.64052 -5.69356 0.009 -0.007 -0.004
H 3.91662 -1.39694 3.24260 -0.002 0.003 -0.001
H -3.88544 4.14161 1.83433 0.010 -0.003 -0.019
H 2.22257 1.65008 -3.16701 -0.018 -0.022 0.006
H -1.17628 -1.51546 -2.99065 0.013 -0.027 -0.041
H 0.95749 -5.15586 -6.10951 0.001 -0.002 -0.001
H 0.95284 2.57067 3.23627 0.002 -0.010 -0.008
H 2.25795 1.98535 5.26609 -0.005 0.004 -0.003
H 2.89303 -3.66783 -2.60271 0.001 0.000 -0.001
H 2.89425 -5.18009 -4.55083 0.001 -0.001 0.000
H 1.74487 3.17058 -2.35680 -0.019 -0.004 0.022
H 3.36593 -1.85573 0.93566 -0.012 -0.007 -0.017
H 3.74143 0.00943 5.26810 0.003 -0.006 -0.004
H -3.67772 0.13931 3.33840 0.003 0.003 -0.005

Record 2
55
Properties=species:S:1:pos:R:3:forces:R:3 method="wB97M-V/def2-TZVPD" charge=+1 energy_ev=-59315.695 homo_lumo_gap_ev=6.39 e_lumo_ha=-0.1640
S 1.75928 3.76261 0.60745 -0.645 -0.799 -0.961
P 0.85719 2.95824 -0.96829 1.804 3.626 0.982
P -1.42042 1.13711 0.35138 -0.825 1.589 0.449
F -0.92888 -1.92674 -1.44617 0.388 3.373 -0.688
O 3.03211 1.81720 -3.29364 0.051 -0.186 -1.742
O 3.79871 -1.82128 2.31991 -2.476 -1.105 -3.151
O 0.57898 -0.70682 0.38361 2.800 1.840 -0.898
N 1.06891 1.23745 -1.14556 3.260 -1.265 0.189
N 1.59839 -3.06554 1.91192 -0.213 1.323 -1.088
N 2.99144 -0.20800 -0.15031 -2.991 1.507 -3.595
N 3.35737 1.03163 -2.25274 -1.323 -2.060 3.751
N 2.02961 0.68975 1.89881 1.131 -0.814 -0.111
C -1.04838 1.69788 2.13511 -0.634 0.378 1.756
C -1.71594 -0.28619 -4.18523 -0.622 -0.364 0.285
C 2.47041 0.73233 -1.21052 0.223 -1.163 -0.286
C -2.24742 2.78630 2.55373 0.730 -0.037 0.729
C -1.74298 0.29196 -2.61618 -0.583 -1.259 -1.018
C -2.90486 -0.08140 0.54710 -1.308 -0.093 0.512
C -0.57724 -0.53034 -1.80959 1.045 0.367 -0.762
C 1.34135 -3.81997 0.63052 -0.860 -0.418 -1.165
C 0.06893 0.33206 -0.52276 -2.065 -3.531 0.527
C 1.92097 -0.44270 0.89125 1.117 -0.788 2.342
C -4.31567 0.80100 0.37623 -0.525 -0.793 -1.020
C 0.36167 -2.86764 2.75342 -1.320 -0.624 0.170
B 2.41703 -1.81073 1.72713 1.395 -1.693 1.092
H 2.87434 1.29462 1.68531 -1.469 -0.949 0.167
H -3.32282 2.33158 2.48509 2.094 1.015 -0.162
H -0.04326 2.27218 2.29147 -1.822 -1.406 -0.674
H 0.33802 -0.62378 -2.57146 -1.931 -0.071 1.647
H 3.25317 1.30376 -4.13246 -0.512 0.761 1.315
H -2.95920 -0.90775 -0.27825 0.530 1.421 1.930
H 3.32719 -1.12355 -0.56421 -0.375 1.579 0.387
H 0.22231 -3.65970 0.24772 2.398 -0.305 0.789
H -2.94412 -0.49765 1.65356 0.407 0.452 -2.451
H -0.53177 -3.51014 2.29318 1.956 1.408 0.938
H 2.26103 0.26610 2.84168 -0.513 0.748 -1.381
H -0.48498 3.47758 -1.01581 0.589 -1.247 -0.529
H 0.54067 -3.29830 3.83026 -0.368 1.180 -1.985
H -1.59319 1.46383 -2.58763 -0.035 -2.552 0.087
H -2.07753 3.04954 3.70426 -0.315 -0.525 -2.542
H -4.15654 1.77614 -0.26968 -0.287 -1.859 1.642
H 2.02515 -3.46850 -0.28089 -1.179 -0.679 1.996
H -5.05648 0.11935 -0.26344 1.533 1.467 1.436
H -1.12718 0.81295 2.91101 0.372 1.594 -1.599
H 4.31898 0.60872 -2.24024 -1.231 0.817 0.300
H -2.84933 0.06016 -2.23794 2.680 0.613 -0.423
H -4.86139 0.98668 1.39778 1.307 -0.109 -2.053
H 1.54198 3.59594 -2.10532 -0.921 -1.325 0.516
H -0.82099 -1.03499 -4.37126 -1.719 1.722 0.404
H -1.67297 0.60981 -4.93645 -0.140 -1.896 1.337
H -2.70383 -0.93628 -4.34577 2.213 1.627 0.135
H -0.02330 -1.74763 2.74873 0.834 -2.161 0.253
H 4.16503 -2.71663 2.00239 -0.793 1.614 1.389
H 1.51191 -4.96657 0.79610 -0.242 2.162 -0.378
H -2.09608 3.77709 1.93056 -0.614 -2.112 1.209